No. 1
The following is a quantum chemistry calculation of a 2-piece molecular cluster, C2HCl5OS overall in a non-equilibrium geometry, from the OMol25 dataset.

```
10
Properties=species:S:1:pos:R:3:mulliken_charge:R:1
C 0.0046 -0.9571 1.5647 -0.16
C -0.4720 0.9316 -1.2625 0.24
O 1.9029 -0.1855 -0.6778 -0.42
S 1.0277 0.8151 -0.0954 0.42
Cl 0.8415 -2.2161 0.8156 -0.01
Cl 0.4747 -0.5015 3.1417 -0.11
Cl -0.9880 -0.6749 -1.7599 -0.07
Cl -1.7532 1.7748 -0.3864 -0.11
Cl 0.0139 1.8795 -2.6943 -0.12
H -1.0521 -0.8659 1.3543 0.34
```

E = -2851.097121 Ha
LUMO level (spin up / spin down) = -0.0341 / -0.0452 hartree
F_max = 1.969 eV Å⁻¹
multiplicity = 1
energy relative to the best compared isomer or geometry (same formula, charge and spin) = 69.0 kJ/mol
gap between HOMO and LUMO (spin up / spin down) = 8.14 / 7.59 eV

No. 2
The following is a quantum chemistry calculation of the molecule C21H20ClN3O6S2, from the OMol25 dataset.

```
53
Properties=species:S:1:pos:R:3:mulliken_charge:R:1
C 1.6965 3.6556 1.9282 -0.95
H 2.2863 4.5186 2.2321 0.25
O 2.5021 2.9514 1.0155 -0.47
C 2.0293 1.7916 0.4900 0.72
C 0.7852 1.2485 0.7493 -0.51
C 0.3923 0.0424 0.1644 -0.93
C 1.2663 -0.6219 -0.6701 -1.26
C 2.5201 -0.0882 -0.9407 -0.40
C 2.9148 1.1153 -0.3843 1.11
O 4.1029 1.7337 -0.5934 -0.37
C 5.0514 1.1166 -1.4376 -1.00
C 5.6140 -0.1763 -0.8961 0.54
C 5.6735 -0.3971 0.4729 -0.16
C 6.1985 -1.5779 0.9668 -0.63
C 6.6771 -2.5431 0.0977 -0.41
C 6.6273 -2.3246 -1.2688 -0.53
C 6.0944 -1.1481 -1.7643 -0.40
H 6.0519 -0.9807 -2.8316 0.37
H 7.0003 -3.0739 -1.9512 0.38
H 7.0881 -3.4641 0.4832 0.39
H 6.2360 -1.7432 2.0332 0.38
H 5.3030 0.3602 1.1479 0.42
H 4.6306 0.9593 -2.4407 0.41
H 5.8550 1.8578 -1.5185 0.34
H 3.1891 -0.6364 -1.5831 0.32
H 0.9899 -1.5704 -1.0993 0.48
C -0.9901 -0.4787 0.4799 0.31
N -1.2798 -1.7608 -0.0952 -0.44
S -2.7065 -2.3616 0.5557 1.27
O -3.0807 -3.5165 -0.1924 -0.69
O -2.5109 -2.4712 1.9668 -0.64
C -3.8316 -1.0148 0.2039 0.51
C -5.1830 -1.2584 0.0969 -0.69
C -6.0502 -0.2342 -0.2281 -0.26
C -5.5464 1.0390 -0.4663 0.01
C -4.1925 1.2940 -0.3806 -1.20
C -3.3024 0.2637 -0.0310 0.56
N -1.9749 0.5140 0.0598 -0.09
H -1.6384 1.4254 -0.2062 0.28
H -3.8188 2.2868 -0.5755 0.45
Cl -6.6309 2.2922 -0.8650 -0.18
S -7.7976 -0.5619 -0.3763 1.35
O -8.2707 -0.0953 -1.6435 -0.59
O -8.0306 -1.9214 0.0004 -0.69
N -8.4219 0.4369 0.8205 -0.52
H -9.0985 1.0933 0.4652 0.28
H -8.7891 -0.0971 1.5910 0.27
H -5.5709 -2.2511 0.2578 0.56
H -1.3057 -1.7760 -1.1045 0.39
H -1.0875 -0.6451 1.5651 0.35
H 0.1066 1.7424 1.4270 0.56
H 1.4605 3.0501 2.8092 0.37
H 0.7665 4.0010 1.4641 0.37
```

E = -2684.490823 Ha
LUMO level = 0.0111 hartree
F_max = 0.979 eV Å⁻¹
multiplicity = 1
gap between HOMO and LUMO = 8.95 eV

No. 3
The following is a quantum chemistry calculation of C44H44FeN3O4S3 as an isolated structure in a non-equilibrium geometry, from the OMol25 dataset.

```
99
Properties=species:S:1:pos:R:3:mulliken_charge:R:1
Fe 0.5191 -0.8709 -0.8158 1.76
O 1.1982 1.5933 -0.5835 0.80
C 0.2144 2.5989 -0.8029 2.29
C -1.1500 1.8316 -1.2510 -0.11
O -2.1792 2.4670 -1.3136 -0.77
O -0.9107 0.6460 -1.5529 -0.36
C 0.4692 3.3577 -2.0770 -0.05
C -0.0605 4.6354 -2.2346 -0.61
C 0.0428 5.2884 -3.4478 -0.65
C 0.6674 4.6738 -4.5207 -0.69
C 1.1839 3.3972 -4.3711 -0.89
C 1.0756 2.7331 -3.1627 -0.15
C 0.1115 3.4775 0.4168 -0.83
C -1.0869 4.0090 0.8764 -0.18
C -1.1076 4.8011 2.0114 -0.94
C 0.0634 5.0668 2.7010 -0.58
C 1.2657 4.5601 2.2359 -0.79
C 1.2920 3.7824 1.0938 -0.02
H 1.2243 1.4051 0.3715 -0.36
H -0.5545 5.1117 -1.4024 0.39
H -0.3828 6.2750 -3.5600 0.43
H 0.7420 5.1838 -5.4707 0.38
H 1.6649 2.9104 -5.2067 0.44
H 1.4400 1.7194 -3.0550 0.12
H -1.9985 3.8032 0.3369 0.60
H -2.0427 5.2197 2.3553 0.43
H 0.0439 5.6786 3.5905 0.46
H 2.1881 4.7878 2.7513 0.45
H 2.2366 3.4217 0.7102 0.30
C 4.0360 1.6143 -1.3106 -1.01
C 4.1389 0.1535 -1.1080 0.50
N 3.2204 -0.7489 -1.2190 0.01
C 3.7244 -2.0106 -1.0288 0.02
C 5.0599 -2.0524 -0.7363 -0.77
S 5.7221 -0.4808 -0.7102 -0.23
C 2.9324 -3.2142 -1.1743 -0.07
C 3.4837 -4.4636 -1.2644 -0.75
S 2.2680 -5.6556 -1.3938 -0.21
C 1.0686 -4.3845 -1.3319 0.29
N 1.5658 -3.1961 -1.2246 0.36
C -0.3631 -4.7318 -1.3997 -0.92
H 3.0158 1.8927 -1.5418 -0.17
H 4.6895 1.9138 -2.1289 0.50
H 4.3623 2.1423 -0.4138 0.43
H 5.6687 -2.9044 -0.5207 0.41
H 4.5164 -4.7367 -1.2678 0.43
H -0.5262 -5.7376 -1.0198 0.57
H -0.7118 -4.6908 -2.4326 0.26
H -0.9296 -4.0018 -0.8254 -0.12
C 2.4827 2.1298 7.8606 -0.72
C 1.2777 2.1210 8.7523 0.61
O 1.2458 2.5762 9.8607 -0.56
S -0.2032 1.3503 8.1181 -0.11
C 0.1809 0.8707 6.4327 -0.78
C 0.6957 -0.3905 6.1575 -0.09
C 0.9078 -0.7762 4.8494 -0.78
C 0.6017 0.0896 3.7934 0.34
C 0.0922 1.3606 4.0856 -0.03
C -0.1205 1.7414 5.3935 -0.23
C 0.7590 -0.3036 2.4405 0.54
C 0.8254 -0.6556 1.2709 -1.29
H 2.8318 3.1551 7.7478 0.27
H 2.2886 1.6981 6.8840 0.23
H 3.2712 1.5654 8.3562 0.26
H 0.9322 -1.0664 6.9648 0.45
H 1.3026 -1.7589 4.6309 0.51
H -0.1525 2.0401 3.2803 0.37
H -0.5212 2.7174 5.6167 0.51
C -0.4342 -1.9703 -5.5562 -1.68
C -1.4313 -2.3959 -4.5214 0.03
C -2.5410 -3.1642 -4.8714 -0.73
C -3.4659 -3.5397 -3.9025 0.28
C -4.6255 -4.4236 -4.2644 -1.68
C -3.3168 -3.1192 -2.5962 -0.50
C -2.2009 -2.3415 -2.1814 -0.57
C -1.2659 -2.0233 -3.2095 0.39
N -1.8571 -1.9703 -0.9490 1.59
C -2.6641 -1.9134 0.2436 1.67
C -1.9275 -2.7144 1.3337 -1.75
C -4.1212 -2.3976 0.2066 -2.48
C -2.7020 -0.4301 0.6627 -1.46
H -0.6241 -2.4512 -6.5123 0.41
H 0.5752 -2.2135 -5.2324 0.32
H -0.4849 -0.8924 -5.6994 0.34
H -2.6770 -3.4818 -5.8951 0.32
H -4.6388 -4.6355 -5.3313 0.39
H -5.5716 -3.9573 -3.9919 0.35
H -4.5527 -5.3712 -3.7289 0.33
H -4.0483 -3.4628 -1.8906 0.61
H -0.4082 -1.4153 -2.9338 0.52
H -2.0594 -3.7816 1.1696 0.39
H -2.3274 -2.4666 2.3122 0.49
H -0.8642 -2.4759 1.3199 0.12
H -4.1844 -3.4800 0.1151 0.46
H -4.6732 -1.9171 -0.5959 0.49
H -4.5944 -2.1266 1.1485 0.50
H -1.6881 -0.0445 0.7446 -0.19
H -3.1988 -0.3196 1.6228 0.67
H -3.2322 0.1564 -0.0823 0.45
```

E = -4626.525816 Ha
LUMO level (spin up / spin down) = -0.0034 / -0.0572 hartree
F_max = 2.712 eV Å⁻¹
multiplicity = 6
energy relative to the best compared isomer or geometry (same formula, charge and spin) = 52.1 kJ/mol
gap between HOMO and LUMO (spin up / spin down) = 7.89 / 6.44 eV